*A*
Formula: CH3ClN2O2
Source: the OMol25 dataset
Level of theory: the ωB97M-V functional and the def2-TZVPD basis

structure (SMILES)	C=NCl.O=NO

```
! wB97M-V def2-TZVPD RIJCOSX def2/J DEFGRID3
* xyz 0 1
C -1.4100 0.7158 0.7308
N -0.6341 0.8059 -0.1827
Cl -0.6186 2.3339 -1.2162
H -1.3013 -0.1231 1.4451
H -1.9506 1.5131 1.1225
O 2.1913 -2.0836 0.6449
N 1.3701 -1.4191 0.1229
O 1.5852 -1.0215 -1.2022
H 0.7681 -0.7213 -1.4650
*
```

natural (NBO) charges, unit e, in atom order:
1. C -0.0746
2. N -0.3429
3. Cl 0.0219
4. H 0.2129
5. H 0.1781
6. O -0.2716
7. N 0.3374
8. O -0.5461
9. H 0.4849

***

*B*
Formula: CH3ClN2O2
Source: the OMol25 dataset
Level of theory: the ωB97M-V functional and the def2-TZVPD basis

structure (SMILES)	[O-]/[N+](CCl)=N\O

```
! wB97M-V def2-TZVPD RIJCOSX def2/J DEFGRID3
* xyz 0 1
O -0.2592 1.3580 1.0101
N -0.2138 0.2683 0.3490
C 0.9536 -0.6232 0.5733
Cl 2.1049 -0.2278 -0.7500
N -0.8607 -0.1067 -0.7167
O -1.8330 0.8009 -0.9026
H 1.4748 -0.2139 1.4441
H 0.8876 -1.7013 0.6909
H -2.2543 0.4456 -1.6981
*
```

natural (NBO) charges, unit e, in atom order:
1. O -0.4520
2. N 0.2277
3. C -0.2458
4. Cl -0.0400
5. N 0.0359
6. O -0.4973
7. H 0.2449
8. H 0.2417
9. H 0.4848

***

*C*
Formula: CH3ClN2O2
Source: the OMol25 dataset
Level of theory: the ωB97M-V functional and the def2-TZVPD basis

```
! wB97M-V def2-TZVPD RIJCOSX def2/J DEFGRID3
* xyz 0 1
C -0.6602 -0.8722 -0.6337
N 0.5698 1.8331 -0.3987
N -0.3235 0.2504 0.0985
O 0.1332 0.0293 1.3675
O 1.1883 2.1280 0.5396
Cl 0.6855 -2.1082 -0.7398
H -1.4793 -1.4001 -0.1309
H -0.9282 -0.5874 -1.6478
H 0.8146 0.7271 1.5453
*
```

natural (NBO) charges, unit e, in atom order:
1. C -0.2217
2. N 0.3665
3. N -0.1489
4. O -0.5434
5. O -0.2304
6. Cl -0.1388
7. H 0.2215
8. H 0.2316
9. H 0.4636

***

Q: Which of them is the most stable? A: *B*.

***

*A*
Formula: CH5N3
Source: the OMol25 dataset
Level of theory: the ωB97M-V functional and the def2-TZVPD basis

structure (SMILES)	[H]/N=N/NC

```
! wB97M-V def2-TZVPD RIJCOSX def2/J DEFGRID3
* xyz 0 1
H -1.0562 0.2540 2.7560
N -0.4674 0.7150 2.0960
N -0.5938 0.0256 0.8728
N 0.2738 0.3302 -0.0624
C 0.2185 -0.4510 -1.2437
H 0.9661 1.1353 0.0320
H 0.9963 -1.2262 -1.0920
H -0.7322 -0.9621 -1.3910
H 0.3948 0.1792 -1.9676
*
```

natural (NBO) charges, unit e, in atom order:
1. H 0.3228
2. N -0.5517
3. N 0.0146
4. N -0.3799
5. C -0.3977
6. H 0.3807
7. H 0.1927
8. H 0.2247
9. H 0.1939

***

*B*
Formula: CH5N3
Source: the OMol25 dataset
Level of theory: the ωB97M-V functional and the def2-TZVPD basis

```
! wB97M-V def2-TZVPD RIJCOSX def2/J DEFGRID3
* xyz 0 1
N -0.8167 0.2998 1.0348
C 0.0634 0.0727 -0.0482
N 0.8616 1.0037 -0.5118
N 0.1172 -1.2408 -0.5503
H -0.6330 1.2610 1.2956
H -1.7856 0.1868 0.7497
H 1.2486 0.6828 0.4635
H -0.7478 -1.4894 -1.0256
H 0.8293 -1.1593 -1.2691
*
```

natural (NBO) charges, unit e, in atom order:
1. N -0.8458
2. C 0.5807
3. N -0.8222
4. N -0.8242
5. H 0.3881
6. H 0.3851
7. H 0.3683
8. H 0.3761
9. H 0.3938

***

Q: Which of them is the most stable? A: *B*.